[1]
This record from the OMol25 dataset describes a single C12H14 molecule. The level of theory is ωB97M-V/def2-TZVPD.

Structure (ORCA input):
```
! RIJCOSX wB97M-V def2-TZVPD def2/J DEFGRID3
* xyz 0 1
C 1.11019 0.71859 -2.28517
C 0.70244 0.32390 -0.87753
C 1.82776 -0.49428 -0.05972
C 2.54185 -0.10674 1.20661
C 1.51263 -1.17456 1.26395
C 0.19229 1.61024 0.42042
C -1.05415 0.78038 0.41675
C -2.21325 0.76381 1.05924
C -3.14776 -0.24603 0.74970
C -2.73722 -1.14674 -0.24204
C -1.56624 -1.13258 -0.86712
C -0.68529 -0.13362 -0.58770
H 2.12703 0.90825 -2.35393
H 0.51265 1.59777 -2.62731
H 0.70178 -0.00170 -3.02021
H 2.50957 -1.02787 -0.76002
H 2.27870 0.82839 1.82078
H 3.63953 -0.34661 1.15920
H 1.76981 -2.18973 1.49514
H 0.40836 -1.12770 1.58222
H -0.10838 2.49147 -0.00123
H 0.86676 1.70866 1.25924
H -2.44513 1.51989 1.78976
H -3.99058 -0.23412 1.39241
H -3.47764 -1.97113 -0.37312
H -1.27572 -1.91795 -1.56034
*
```

The value obtained for the relative energy (zero: lowest compared OMol25 entry of this formula, charge and spin) is 63.68 kcal per mole. As for the frontier orbital gap: 9.64 eV.

These are the Mulliken partial charges, in e, on atoms 1 to 5: C -1.6165; C 1.6988; C -0.5886; C -0.4794; C -0.4992

***

[2]
This record from the OMol25 dataset describes 4 unconnected molecules or ions with the total composition C35H84N11O3P4S3. The level of theory is ωB97M-V/def2-TZVPD.

Structure (ORCA input):
```
! RIJCOSX wB97M-V def2-TZVPD def2/J DEFGRID3
* xyz 1 1
C 4.06593 -0.52675 -2.05177
C 3.22929 -1.71976 -2.57251
C 3.60100 -3.00078 -1.79632
C 2.40669 -3.83674 -1.29603
N 1.26005 -3.06679 -0.83535
C 0.03021 -3.87727 -0.59672
C 0.27193 -5.34931 -0.29080
C 0.90916 -5.58260 1.07848
C 1.36952 -7.06098 1.29528
C 2.84794 -7.08749 0.99031
C 3.34998 -7.34251 -0.29078
C 4.72022 -7.29973 -0.51486
C 5.56078 -6.99941 0.54051
N 5.06027 -6.76541 1.75903
P 6.21241 -6.33545 3.06552
S 7.24474 -4.81770 2.53163
C 3.73329 -6.80544 2.01562
C 1.54907 -2.15403 0.18081
S 2.67887 -2.36074 1.35761
S 0.52965 -0.74313 0.06802
C 0.97967 0.39354 1.38833
C -0.25364 0.65187 2.28470
C -0.67763 -0.66692 2.97077
H 3.50850 0.40889 -2.11353
H 4.30835 -0.65052 -0.99442
H 5.00248 -0.41660 -2.59806
H 3.47678 -1.88476 -3.62022
H 2.18552 -1.43867 -2.45849
H 4.23223 -2.77401 -0.93751
H 4.20478 -3.66766 -2.41927
H 2.80503 -4.52703 -0.54345
H 2.06495 -4.43486 -2.14545
H -0.59691 -3.82072 -1.49093
H -0.53151 -3.40624 0.21023
H 0.78056 -5.88829 -1.09138
H -0.71620 -5.81929 -0.23661
H 0.19065 -5.30998 1.85232
H 1.79165 -4.95545 1.20556
H 0.82687 -7.75601 0.65728
H 1.20483 -7.27276 2.35042
H 2.64028 -7.54635 -1.08508
H 5.12935 -7.46394 -1.50036
H 6.62686 -6.96037 0.36271
H 7.00955 -7.46813 3.29182
H 5.35222 -6.09743 4.14931
H 3.40910 -6.57289 3.01999
H 1.84826 0.07849 1.96180
H 1.23419 1.35527 0.93459
H -0.03855 1.44439 2.99917
H -1.04150 0.97369 1.59948
H 0.21166 -1.29625 3.05293
H -1.36161 -1.21065 2.32022
H -1.12602 -0.49992 3.94642
O 0.37140 -8.42437 -3.60260
P 1.00893 -8.56984 -4.96376
N 0.43509 -7.08374 -5.64035
C 0.32868 -6.75034 -7.04949
C 0.81727 -5.89191 -4.89502
N 0.06786 -9.89657 -5.53246
C -0.83472 -9.77121 -6.66304
C -0.53725 -10.74238 -4.50759
N 2.18005 -8.80804 -6.24230
C 2.61843 -10.19928 -6.50286
C 3.42497 -8.04675 -5.95703
H 1.30007 -6.57428 -7.53161
H -0.26056 -5.83735 -7.15814
H -0.19893 -7.50586 -7.62084
H 1.82313 -5.53643 -5.16736
H 0.81480 -6.08731 -3.82229
H 0.11353 -5.07583 -5.07308
H -1.62370 -9.02978 -6.48949
H -1.30990 -10.73140 -6.87139
H -0.29101 -9.52450 -7.57721
H -1.45261 -10.30498 -4.09275
H 0.15401 -10.92132 -3.68690
H -0.78402 -11.71759 -4.93315
H 2.95303 -10.70773 -5.59573
H 3.44353 -10.18933 -7.21720
H 1.83034 -10.78691 -6.96001
H 3.91637 -8.39565 -5.04346
H 3.21372 -6.98231 -5.84244
H 4.12618 -8.14089 -6.78430
O 1.01711 7.12731 -1.75900
P 0.08962 6.35880 -0.86586
N -1.39368 6.57870 -1.71370
C -2.72501 6.39921 -1.16492
C -1.37888 6.14978 -3.10984
N 0.16192 7.39245 0.51416
C -1.01279 8.07936 1.02221
C 1.32671 8.26716 0.60061
N -0.49739 5.03985 0.12298
C 0.20176 4.80556 1.40428
C -0.41421 3.76076 -0.62441
H -2.99008 5.34514 -0.99742
H -3.45802 6.81408 -1.86036
H -2.87249 6.93554 -0.23386
H -1.56659 5.07083 -3.21571
H -0.42121 6.37047 -3.57831
H -2.14414 6.68047 -3.67966
H -1.44924 8.76337 0.28444
H -0.76370 8.65810 1.91365
H -1.76973 7.36953 1.36099
H 1.22695 9.15877 -0.02912
H 2.23387 7.74517 0.30465
H 1.46790 8.59048 1.63529
H 1.28557 4.72605 1.28058
H -0.16498 3.87683 1.85025
H -0.00919 5.58969 2.12331
H 0.62080 3.50816 -0.87852
H -0.98544 3.80737 -1.55292
H -0.83830 2.94402 -0.03894
O -3.83210 8.65292 3.36946
P -4.59667 8.81951 4.64829
N -4.53375 10.53213 4.81578
C -4.75738 11.28081 6.03841
C -5.06279 11.28552 3.68012
N -3.44334 8.07882 5.71078
C -2.79839 8.81204 6.78252
C -2.48632 7.17504 5.08386
N -5.86802 8.59381 5.82100
C -5.95812 7.26561 6.46653
C -7.19616 8.83147 5.19464
H -5.81028 11.30069 6.35224
H -4.44168 12.31543 5.88758
H -4.16550 10.91550 6.87006
H -6.15532 11.39668 3.72833
H -4.81706 10.79942 2.73749
H -4.62491 12.28503 3.64876
H -2.20840 9.66151 6.41577
H -2.13177 8.15171 7.34192
H -3.52757 9.15956 7.51721
H -1.65875 7.71058 4.60134
H -2.96798 6.55215 4.33306
H -2.06752 6.50105 5.83667
H -5.97567 6.44925 5.74027
H -6.87107 7.21611 7.06297
H -5.13727 7.10048 7.15588
H -7.40478 8.11541 4.39510
H -7.25295 9.83548 4.77136
H -7.98603 8.75874 5.94065
*
```

As for the frontier orbital gap: 4.80 eV.

These are the Mulliken partial charges, in e, on atoms 1 to 5: C -1.2687; C -0.4108; C -1.4957; C -0.2563; N 0.1511

***

[3]
This record from the OMol25 dataset describes a single C3H3N5 molecule. The level of theory is ωB97M-V/def2-TZVPD.

Structure (ORCA input):
```
! RIJCOSX wB97M-V def2-TZVPD def2/J DEFGRID3
* xyz 0 1
H 1.56447 1.94897 -0.72032
N 1.47193 0.91341 -1.13533
C 0.71797 0.30712 -0.37020
C 0.07507 0.78432 0.96714
N -1.12470 0.71243 0.93888
N -1.60401 0.46560 -0.36437
N -1.53599 -0.73840 -0.76724
C -0.33896 -1.49867 -0.34249
N 0.78828 -1.03790 -0.25611
H 0.54145 0.80123 2.09910
H -0.55551 -2.65811 -0.04905
*
```

The value obtained for the relative energy (zero: lowest compared OMol25 entry of this formula, charge and spin) is 113.20 kcal per mole. As for the frontier orbital gap: 8.64 eV.

These are the Mulliken partial charges, in e, on atoms 1 to 5: H 0.2822; N -0.6577; C 0.6068; C -0.1306; N -0.1306

***

Number 1: F_max 6.0 eV/Å, E_tot -465.5069 hartree. Number 2: F_max 7.1 eV/Å, E_tot -4771.6565 hartree. Number 3: F_max 7.8 eV/Å, E_tot -389.6883 hartree.